This record from OMol25 describes a structure of composition C45H46Br2GeN7O4V at a distorted geometry. The level of theory is the ωB97M-V functional and the def2-TZVPD basis.

```
106
Properties=species:S:1:pos:R:3
V -0.164 -0.566 1.056
N -0.427 0.388 3.333
C -1.888 0.437 3.482
C -2.328 0.154 4.934
C -3.820 0.216 5.294
C -4.501 1.559 5.033
N -4.745 1.702 3.607
C -4.875 2.826 2.932
N -4.984 4.005 3.552
N -4.864 2.770 1.602
C -2.475 -0.534 2.432
O -3.666 -0.548 2.183
O -1.579 -1.231 1.812
H -0.033 -0.316 3.951
H -0.010 1.275 3.593
H -2.204 1.437 3.177
H -1.803 0.872 5.570
H -1.969 -0.844 5.205
H -3.902 0.012 6.362
H -4.371 -0.571 4.776
H -3.870 2.380 5.387
H -5.449 1.586 5.576
H -4.626 0.843 3.062
H -5.117 4.053 4.547
H -5.131 4.845 3.021
H -4.746 1.882 1.142
H -4.944 3.583 1.011
Br 0.596 3.156 1.708
C 2.273 2.336 1.385
C 3.433 3.118 1.397
C 4.641 2.545 1.124
Br 6.170 3.655 1.080
C 4.756 1.166 0.834
C 5.960 0.508 0.507
C 5.940 -0.826 0.216
C 4.717 -1.517 0.271
N 3.576 -0.948 0.576
C 3.579 0.379 0.837
C 2.314 0.986 1.098
O 1.221 0.219 1.049
H 3.364 4.177 1.602
H 6.887 1.066 0.494
H 6.849 -1.345 -0.056
H 4.680 -2.578 0.041
C 2.928 -5.939 0.411
N 2.042 -4.847 0.764
N 1.600 -3.902 -0.124
C 0.844 -2.991 0.544
O 0.271 -2.018 -0.068
C 0.814 -3.397 1.892
C 1.567 -4.551 1.983
C 1.874 -5.378 3.179
C 1.875 -3.902 -1.526
C 2.328 -2.727 -2.111
C 2.581 -2.705 -3.473
C 2.397 -3.848 -4.237
C 1.926 -5.012 -3.646
C 1.648 -5.041 -2.289
H 3.486 -5.690 -0.487
H 2.369 -6.861 0.243
H 3.630 -6.098 1.226
H 0.256 -2.936 2.688
H 1.260 -5.057 4.015
H 2.923 -5.269 3.458
H 1.682 -6.434 2.991
H 2.477 -1.850 -1.497
H 2.929 -1.792 -3.939
H 2.616 -3.832 -5.296
H 1.768 -5.900 -4.243
H 1.243 -5.936 -1.834
C -1.055 0.366 -0.245
Ge -0.827 1.590 -1.795
C -2.501 2.659 -1.683
C -2.605 4.031 -1.484
C -3.852 4.646 -1.411
C -5.012 3.894 -1.542
C -4.921 2.520 -1.746
C -3.676 1.912 -1.809
C -0.979 0.333 -3.307
C -0.985 -1.042 -3.080
C -1.023 -1.928 -4.148
C -1.061 -1.448 -5.448
C -1.057 -0.079 -5.682
C -1.009 0.807 -4.617
C 0.887 2.479 -2.192
C 1.913 1.645 -2.629
C 3.103 2.180 -3.100
C 3.279 3.556 -3.141
C 2.271 4.394 -2.691
C 1.078 3.858 -2.227
H -2.099 0.033 -0.296
H -1.717 4.647 -1.410
H -3.916 5.718 -1.274
H -5.984 4.372 -1.518
H -5.820 1.930 -1.871
H -3.618 0.846 -2.011
H -0.944 -1.417 -2.063
H -1.024 -2.995 -3.963
H -1.090 -2.139 -6.281
H -1.093 0.300 -6.695
H -0.992 1.875 -4.808
H 1.760 0.568 -2.630
H 3.888 1.525 -3.462
H 4.199 3.973 -3.528
H 2.403 5.468 -2.720
H 0.283 4.523 -1.913
```

## Properties
LUMO (spin up / spin down) ... -4.7 / -4.7 eV
F_max ... 5.98 eV/Å
Gap between HOMO and LUMO (spin up / spin down) ... 7.927 / 7.928 eV
Charge ... +2